C36H52MnN3OP2S as an isolated structure in a non-equilibrium geometry, computed with ωB97M-V with the def2-TZVPD basis set.

Last column: Löwdin charge in e.
Cartesian coordinates (Å):
C1 -1.695 2.136 -1.151  -0.310
C2 -0.882 0.360 -2.496  -0.281
C3 -2.207 2.784 -2.281  -0.007
C4 -1.361 0.986 -3.659  -0.006
C5 -2.049 2.196 -3.546  -0.023
H1 -2.704 3.751 -2.168  0.120
H2 -1.187 0.521 -4.633  0.120
H3 -2.443 2.694 -4.438  0.120
N1 -1.087 0.920 -1.266  0.014
P1 -0.196 2.196 1.198  1.099
P2 -0.391 -1.995 -1.043  1.149
C6 -1.714 2.757 0.223  -0.224
H4 -1.835 3.852 0.151  0.092
H5 -2.564 2.356 0.807  0.081
C7 0.011 -0.841 -2.503  -0.288
H6 0.018 -1.330 -3.488  0.104
C8 0.980 -3.354 -1.122  -0.623
C9 -2.092 -2.768 -1.465  -0.647
C10 1.247 3.291 0.573  -0.638
C11 -0.631 2.681 2.999  -0.638
C12 1.984 -3.141 0.034  -0.139
H7 1.565 -3.486 0.991  0.042
H8 2.884 -3.745 -0.187  0.098
H9 2.283 -2.092 0.155  0.035
C13 0.359 -4.750 -0.903  -0.095
H10 -0.087 -4.840 0.102  0.077
H11 -0.401 -5.011 -1.656  0.067
H12 1.168 -5.500 -0.976  0.098
C14 1.735 -3.312 -2.466  -0.071
H13 2.189 -4.304 -2.650  0.097
H14 1.075 -3.085 -3.319  0.067
H15 2.553 -2.575 -2.447  0.078
C15 -2.518 -3.717 -0.321  -0.098
H16 -1.932 -3.523 0.591  0.051
H17 -3.581 -3.526 -0.087  0.085
H18 -2.419 -4.778 -0.585  0.078
C16 -3.136 -1.629 -1.528  -0.101
H19 -2.976 -0.878 -0.740  0.034
H20 -3.139 -1.123 -2.506  0.079
H21 -4.137 -2.074 -1.377  0.097
C17 -2.106 -3.497 -2.823  -0.078
H22 -1.129 -3.423 -3.333  0.063
H23 -2.372 -4.562 -2.735  0.083
H24 -2.859 -3.020 -3.478  0.085
C18 0.538 2.271 3.918  -0.106
H25 0.126 1.946 4.892  0.077
H26 1.102 1.425 3.491  0.033
H27 1.236 3.101 4.112  0.081
C19 -1.872 1.877 3.433  -0.105
H28 -2.702 1.957 2.712  0.070
H29 -1.636 0.811 3.567  0.048
H30 -2.227 2.284 4.399  0.100
C20 -0.960 4.181 3.156  -0.078
H31 -1.846 4.281 3.811  0.086
H32 -0.143 4.759 3.610  0.082
H33 -1.218 4.641 2.187  0.062
C21 1.481 2.944 -0.913  -0.092
H34 1.549 3.846 -1.545  0.095
H35 2.441 2.403 -0.996  0.075
H36 0.690 2.284 -1.299  0.036
C22 2.503 2.867 1.368  -0.096
H37 2.529 1.768 1.463  0.070
H38 3.402 3.196 0.812  0.098
H39 2.542 3.323 2.370  0.069
C23 1.019 4.810 0.675  -0.091
H40 0.125 5.134 0.113  0.082
H41 0.926 5.159 1.716  0.063
H42 1.892 5.324 0.231  0.098
Mn1 -0.217 -0.108 0.474  0.187
C24 -1.931 -0.415 1.308  -0.148
O1 -2.924 -0.714 1.875  0.113
N2 1.509 0.085 -0.801  0.022
C25 1.398 -0.254 -2.031  -0.425
C26 2.483 -0.062 -3.034  -0.190
C27 3.821 -0.077 -2.579  -0.044
C28 2.248 0.144 -4.410  -0.030
C29 4.883 0.101 -3.468  -0.074
H43 3.988 -0.232 -1.508  0.110
C30 3.314 0.328 -5.302  -0.079
H44 1.224 0.171 -4.796  0.095
C31 4.635 0.306 -4.837  -0.082
H45 5.913 0.081 -3.096  0.107
H46 3.109 0.491 -6.366  0.106
H47 5.468 0.446 -5.535  0.106
S1 0.769 -1.274 2.449  0.753
C32 -0.263 -1.398 3.759  -0.726
N3 0.045 -0.773 4.942  0.060
C33 -0.746 -0.872 6.052  -0.038
C34 -1.905 -1.643 6.025  -0.046
C35 -2.233 -2.322 4.854  -0.016
C36 -1.410 -2.214 3.722  -0.091
H48 0.916 -0.207 5.028  0.158
H49 -0.475 -0.359 6.969  0.135
H50 -2.533 -1.726 6.907  0.117
H51 -3.125 -2.937 4.832  0.124
H52 -1.676 -2.763 2.833  0.094

Values from the calculation:
Net charge ... +1
<S²> ... 8.77
Energy ... -3874.15206 Ha
2S+1 ... 6
Energy above the lowest of the compared OMol25 structures with the same formula, charge and spin ... 0.00 kcal/mol